Entry from the OMol25 dataset: a 13-piece molecular cluster, C34H101N7O13 overall in a non-equilibrium geometry (ωB97M-V with the def2-TZVPD basis set).

Last columns: bonded neighbours and bond lengths (Å).
Positions of all 155 atoms, in Å:
1 O 2.948 1.926 -3.630  C27 1.418, H64 0.961
2 O 1.137 -4.924 -1.630  C41 1.409, H133 0.982
3 O 4.873 -2.875 -3.945  C30 1.436, H126 0.961
4 O -3.404 -1.151 -0.312  C40 1.402, C52 1.413
5 O -0.862 -5.068 3.733  C34 1.414, C35 1.390
6 O 1.204 -1.721 -5.034  C39 1.437, H81 0.962
7 O -1.665 -0.545 5.065  C22 1.403, C25 1.402
8 O -2.423 4.707 -3.540  C51 1.409, C53 1.401
9 O -0.379 1.060 -1.071  C44 1.421, C46 1.418
10 O 2.686 -1.165 3.363  C28 1.419, C37 1.416
11 O -4.156 2.430 -3.831  C48 1.427, H74 0.971
12 O -0.290 5.641 0.154  C54 1.429, H135 0.982
13 O 3.877 3.837 1.266  C38 1.406, C50 1.417
14 N 3.964 -4.618 2.767  C23 1.463, H75 1.013, H93 1.009
15 N 1.346 -2.093 -2.139  C32 1.467, H94 1.027, H121 1.024
16 N -2.581 2.605 3.374  C45 1.457, H86 1.018, H96 1.019
17 N -2.196 -4.616 -0.148  C47 1.461, H139 1.015, H145 1.012
18 N -3.560 -4.815 2.725  C36 1.479, H58 1.028, H144 1.035
19 N 1.276 3.241 -0.074  C31 1.479, H89 1.024, H155 1.020
20 N -3.097 8.039 -5.085  C24 1.468, H63 1.010, H120 1.016
21 C 5.208 -2.916 3.880  C23 1.539, H101 1.090, H138 1.089, H148 1.095
22 C -1.232 -0.918 6.346  O7 1.403, H104 1.094, H111 1.102, H124 1.090
23 C 3.786 -3.364 3.499  N14 1.463, C21 1.539, C28 1.519, H130 1.091
24 C -2.260 7.101 -4.326  N20 1.468, C29 1.508, C53 1.524, H105 1.100
25 C -1.730 0.847 4.911  O7 1.402, C45 1.530, H149 1.105, H150 1.104
26 C 2.067 1.780 1.745  C31 1.523, H122 1.098, H123 1.089, H154 1.093
27 C 4.051 1.772 -4.508  O1 1.418, H95 1.096, H134 1.087, H137 1.094
28 C 3.071 -2.328 2.649  O10 1.419, C23 1.519, H70 1.095, H73 1.097
29 C -2.062 7.566 -2.905  C24 1.508, H110 1.094, H114 1.089, H147 1.099
30 C 5.435 -1.575 -3.706  O3 1.436, H76 1.089, H112 1.099, H113 1.090
31 C 1.598 3.179 1.368  N19 1.479, C26 1.523, C50 1.520, H102 1.096
32 C 0.413 -1.229 -1.407  N15 1.467, C42 1.516, C44 1.524, H127 1.097
33 C -4.392 -3.717 -0.727  C47 1.512, H83 1.094, H98 1.089, H108 1.096
34 C -1.403 -3.775 3.542  O5 1.414, C36 1.514, H91 1.098, H142 1.099
35 C 0.525 -5.080 3.640  O5 1.390, H84 1.099, H92 1.100, H146 1.089
36 C -2.912 -3.858 3.646  N18 1.479, C34 1.514, C43 1.527, H143 1.094
37 C 1.464 -1.364 4.050  O10 1.416, H85 1.097, H109 1.091, H128 1.088
38 C 4.921 4.496 1.938  O13 1.406, H60 1.088, H106 1.096, H116 1.095
39 C 1.986 -2.642 -5.812  O6 1.437, H62 1.094, H140 1.089, H151 1.088
40 C -3.110 0.055 0.338  O4 1.402, H80 1.094, H115 1.092, H152 1.095
41 C 0.898 -5.659 -2.809  O2 1.409, H100 1.096, H129 1.096, H131 1.091
42 C 0.435 -1.676 0.042  C32 1.516, H55 1.090, H68 1.098, H71 1.092
43 C -3.368 -4.212 5.060  C36 1.527, H87 1.092, H97 1.090, H99 1.093
44 C 0.654 0.259 -1.627  O9 1.421, C32 1.524, H57 1.093, H79 1.093
45 C -2.273 1.188 3.522  N16 1.457, C25 1.530, C49 1.519, H88 1.095
46 C -1.576 1.085 -1.831  O9 1.418, H119 1.088, H136 1.093, H141 1.094
47 C -2.905 -3.447 -0.663  N17 1.461, C33 1.512, C52 1.524, H117 1.098
48 C -3.716 1.585 -4.894  O11 1.427, H61 1.090, H125 1.091, H153 1.095
49 C -1.405 0.699 2.375  C45 1.519, H65 1.090, H78 1.090, H107 1.093
50 C 2.605 4.262 1.722  O13 1.417, C31 1.520, H77 1.096, H103 1.096
51 C -1.103 4.289 -3.802  O8 1.409, H56 1.093, H59 1.087, H132 1.102
52 C -2.614 -2.213 0.182  O4 1.413, C47 1.524, H67 1.097, H72 1.101
53 C -2.890 5.715 -4.395  O8 1.401, C24 1.524, H82 1.097, H118 1.106
54 C -1.589 5.055 0.059  O12 1.429, H66 1.095, H69 1.091, H90 1.090
55 H 0.020 -2.668 0.218  C42 1.090
56 H -0.396 5.102 -3.982  C51 1.093
57 H 1.573 0.512 -1.092  C44 1.093
58 H -3.152 -5.720 2.991  N18 1.028
59 H -0.804 3.641 -2.981  C51 1.087
60 H 5.888 4.156 1.576  C38 1.088
61 H -3.968 1.925 -5.898  C48 1.090
62 H 2.811 -2.115 -6.302  C39 1.094
63 H -2.604 8.913 -5.201  N20 1.010
64 H 3.184 2.565 -2.953  O1 0.961
65 H -1.849 1.030 1.437  C49 1.090
66 H -1.713 4.413 0.937  C54 1.095
67 H -2.833 -2.343 1.249  C52 1.097
68 H -0.152 -0.955 0.626  C42 1.098
69 H -1.771 4.525 -0.878  C54 1.091
70 H 3.751 -2.001 1.857  C28 1.095
71 H 1.426 -1.670 0.501  C42 1.092
72 H -1.552 -1.945 0.070  C52 1.101
73 H 2.194 -2.762 2.154  C28 1.097
74 H -3.638 3.252 -3.841  O11 0.971
75 H 3.084 -5.006 2.448  N14 1.013
76 H 4.725 -0.877 -3.266  C30 1.089
77 H 2.620 4.482 2.796  C50 1.096
78 H -1.346 -0.388 2.420  C49 1.090
79 H 0.824 0.479 -2.685  C44 1.093
80 H -2.027 0.216 0.350  C40 1.094
81 H 0.614 -1.273 -5.649  O6 0.962
82 H -3.966 5.817 -4.214  C53 1.097
83 H -4.840 -3.652 0.269  C33 1.094
84 H 0.831 -4.621 2.690  C35 1.099
85 H 1.664 -2.102 4.837  C37 1.097
86 H -1.782 3.221 3.513  N16 1.018
87 H -2.775 -3.648 5.784  C43 1.092
88 H -3.226 0.655 3.451  C45 1.095
89 H 0.633 2.477 -0.304  N19 1.024
90 H -2.325 5.856 0.124  C54 1.090
91 H -1.020 -3.102 4.320  C34 1.098
92 H 1.057 -4.533 4.432  C35 1.100
93 H 4.621 -4.573 2.003  N14 1.009
94 H 1.305 -1.925 -3.151  N15 1.027
95 H 4.218 2.716 -5.040  C27 1.096
96 H -3.206 2.888 4.127  N16 1.019
97 H -4.431 -4.034 5.223  C43 1.090
98 H -4.964 -3.065 -1.386  C33 1.089
99 H -3.272 -5.278 5.283  C43 1.093
100 H 1.791 -6.152 -3.207  C41 1.096
101 H 5.840 -2.599 3.051  C21 1.090
102 H 0.648 3.331 1.892  C31 1.096
103 H 2.311 5.214 1.265  C50 1.096
104 H -1.904 -0.502 7.102  C22 1.094
105 H -1.239 7.079 -4.734  C24 1.100
106 H 4.883 4.297 3.016  C38 1.096
107 H -0.412 1.150 2.443  C49 1.093
108 H -4.644 -4.720 -1.089  C33 1.096
109 H 0.655 -1.719 3.408  C37 1.091
110 H -1.428 6.848 -2.375  C29 1.094
111 H -0.213 -0.582 6.599  C22 1.102
112 H 6.156 -1.742 -2.894  C30 1.099
113 H 5.931 -1.150 -4.578  C30 1.090
114 H -2.909 7.857 -2.286  C29 1.089
115 H -3.535 0.908 -0.195  C40 1.092
116 H 4.863 5.583 1.813  C38 1.095
117 H -2.611 -3.211 -1.694  C47 1.098
118 H -2.922 5.379 -5.448  C53 1.106
119 H -2.249 1.637 -1.179  C46 1.088
120 H -3.282 7.603 -5.984  N20 1.016
121 H 2.294 -1.774 -1.922  N15 1.024
122 H 2.257 1.731 2.825  C26 1.098
123 H 1.370 0.986 1.483  C26 1.089
124 H -1.114 -1.998 6.443  C22 1.090
125 H -4.223 0.646 -4.668  C48 1.091
126 H 5.534 -3.330 -4.474  O3 0.961
127 H -0.561 -1.516 -1.824  C32 1.097
128 H 1.159 -0.480 4.607  C37 1.088
129 H 0.524 -5.001 -3.602  C41 1.096
130 H 3.245 -3.583 4.421  C23 1.091
131 H 0.146 -6.431 -2.639  C41 1.091
132 H -1.014 3.686 -4.720  C51 1.102
133 H 1.272 -3.987 -1.889  O2 0.982
134 H 3.882 1.001 -5.255  C27 1.087
135 H 0.341 4.922 -0.069  O12 0.982
136 H -1.974 0.102 -2.093  C46 1.093
137 H 4.963 1.542 -3.949  C27 1.094
138 H 5.750 -3.684 4.431  C21 1.089
139 H -1.188 -4.535 -0.223  N17 1.015
140 H 1.381 -3.139 -6.568  C39 1.089
141 H -1.413 1.626 -2.768  C46 1.094
142 H -1.070 -3.395 2.566  C34 1.099
143 H -3.349 -2.875 3.446  C36 1.094
144 H -3.058 -4.760 1.822  N18 1.035
145 H -2.462 -5.443 -0.668  N17 1.012
146 H 0.922 -6.092 3.709  C35 1.089
147 H -1.445 8.475 -2.952  C29 1.099
148 H 5.072 -2.076 4.569  C21 1.095
149 H -0.768 1.342 5.136  C25 1.105
150 H -2.341 1.358 5.674  C25 1.104
151 H 2.443 -3.307 -5.083  C39 1.088
152 H -3.541 0.129 1.342  C40 1.095
153 H -2.647 1.400 -4.752  C48 1.095
154 H 3.034 1.533 1.299  C26 1.093
155 H 2.138 2.979 -0.552  N19 1.020

Summary:
- HOMO-LUMO gap (eV) = 8.9859
- molar mass (g mol⁻¹) = 816.2
- calculated total energy (hartree) = -2717.13314
- total charge = 0
- lowest unoccupied orbital energy (eV) = 0.2